Here is a molecular structure, C12H30ClO3P2SiTl in a non-equilibrium geometry from OMol25. Energies are from ωB97M-V/def2-TZVPD.

CARTESIAN COORDINATES (ANGSTROEM)
C: 0.03 0.05 -3.72
C: 0.66 0.50 -2.57
H: 0.68 -0.15 -4.59
H: -0.74 0.86 -3.85
H: -0.58 -0.84 -3.40
O: 1.59 0.71 -1.85
Cl: -2.31 0.50 -2.49
Tl: -0.83 -0.18 0.43
P: -0.30 2.52 0.05
C: 1.23 3.24 0.72
C: -0.64 3.50 -1.43
H: -0.80 4.54 -1.10
H: -1.58 4.22 1.15
H: -1.53 3.06 -1.92
H: -2.53 2.68 1.02
H: 2.09 2.92 0.12
H: 0.22 3.42 -2.11
C: -1.54 3.12 1.25
H: 1.14 4.34 0.67
H: -1.24 2.84 2.28
H: 1.39 2.91 1.75
P: -0.04 -2.70 -0.02
C: 1.45 -3.47 0.67
C: -1.40 -3.37 1.01
H: -1.22 -3.09 -2.10
H: -0.34 -4.57 -1.51
H: 0.56 -3.21 -2.30
C: -0.29 -3.47 -1.65
H: -2.35 -2.86 0.77
H: -1.51 -4.45 0.80
H: 1.36 -4.56 0.58
H: 1.57 -3.20 1.73
H: -1.17 -3.23 2.08
H: 2.34 -3.13 0.12
C: 2.48 -0.19 1.40
O: 3.24 0.63 1.76
C: 0.95 -1.56 4.65
Si: 0.17 0.02 3.99
C: -1.67 -0.10 4.38
C: 0.84 1.60 4.78
O: 0.61 0.21 2.43
H: 0.91 -1.60 5.75
H: 2.01 -1.63 4.39
H: 0.44 -2.46 4.30
H: -1.85 -0.11 5.47
H: -2.24 0.76 4.01
H: -2.14 -1.01 4.00
H: 1.90 1.73 4.54
H: 0.30 2.48 4.44
H: 0.77 1.61 5.87

Calculated values
- ΔE to the lowest compared entry with this formula, charge and spin (eV) = 0.000
- frontier orbital gap (alpha / beta) (eV) = 5.02 / 4.94
- charge = +2
- HOMO level (alpha / beta) (eV) = -14.931 / -14.863

Atomic partial charges in e from the Mulliken method, atoms 1 to 8: -1.140, 0.813, 0.398, 0.444, 0.331, -0.147, -0.502, 1.018



Here is 2 unconnected molecules or ions with the total composition C12H30I2N2O8P3 in a non-equilibrium geometry from OMol25. Energies are from ωB97M-V/def2-TZVPD.

CARTESIAN COORDINATES (ANGSTROEM)
C: -4.56 0.07 0.42
P: -3.03 -1.03 0.05
C: -4.29 -2.33 -0.59
C: -3.60 -3.50 -1.40
C: -4.60 -4.66 -1.48
N: -5.96 -4.43 -1.87
O: -4.29 -5.79 -1.26
O: -2.09 0.23 0.85
C: -2.14 0.07 2.23
P: -0.90 1.16 3.16
O: -0.50 2.40 2.09
I: -2.19 2.26 4.95
C: -2.13 -1.52 2.48
N: -2.79 -1.80 3.77
I: -0.18 -2.49 2.50
O: -3.07 -1.97 1.56
H: -4.25 1.09 0.70
H: -5.22 0.21 -0.45
H: -5.12 -0.38 1.27
H: -2.84 -0.44 -1.27
H: -1.87 -1.84 -0.27
H: -5.04 -1.89 -1.27
H: -4.85 -2.81 0.23
H: -2.65 -3.79 -0.94
H: -3.49 -3.13 -2.44
H: -6.55 -4.68 -1.08
H: -6.08 -3.46 -2.14
H: -3.11 0.34 2.72
H: -1.32 2.85 1.83
H: -3.79 -1.71 3.58
H: -2.52 -1.09 4.44
O: 2.99 3.59 -0.75
P: 3.44 2.21 -1.13
O: 2.73 1.28 0.00
C: 1.31 1.05 -0.07
C: 0.96 0.12 -1.21
O: 4.97 2.30 -0.49
C: 5.60 3.56 -0.29
C: 5.47 3.99 1.16
O: 3.89 0.88 -2.02
C: 5.13 0.87 -2.75
C: 6.18 0.07 -2.01
H: 0.79 2.00 -0.17
H: 1.01 0.61 0.87
H: 1.17 0.59 -2.18
H: -0.10 -0.14 -1.18
H: 1.55 -0.79 -1.16
H: 5.21 4.31 -0.96
H: 6.66 3.43 -0.53
H: 4.44 3.94 1.50
H: 5.84 5.00 1.30
H: 6.04 3.31 1.80
H: 5.47 1.89 -2.96
H: 4.93 0.39 -3.71
H: 6.46 0.54 -1.06
H: 7.09 -0.02 -2.61
H: 5.81 -0.92 -1.76

Calculated values
- frontier orbital gap (eV) = 6.83
- charge = -1
- HOMO level (eV) = -5.172

Atomic partial charges in e from the natural (NBO) method, atoms 1 to 8: -0.961, 1.373, -0.701, -0.514, 0.697, -0.871, -0.589, -0.817



Here is a molecular structure, C12H30KN2O8S2 in a non-equilibrium geometry from OMol25. Energies are from ωB97M-V/def2-TZVPD.

CARTESIAN COORDINATES (ANGSTROEM)
K: 0.88 0.90 -0.02
S: 1.41 4.57 0.65
O: 0.36 5.51 0.27
O: 1.83 5.38 1.78
O: 0.94 3.27 1.01
O: 2.33 4.51 -0.45
S: 2.85 1.48 -2.68
O: 1.55 0.93 -2.60
O: 3.90 0.52 -2.81
O: 2.92 2.71 -3.46
O: 3.04 2.14 -1.41
C: 1.18 -2.36 -2.53
C: 1.15 -2.78 -0.98
N: 1.68 -1.88 0.04
C: 1.56 -2.57 1.34
C: 0.19 -2.82 1.97
C: 3.15 -1.69 -0.27
C: 3.83 -0.57 0.53
H: 0.93 -3.28 -3.06
H: 2.19 -2.08 -2.83
H: 0.54 -1.49 -2.67
H: 0.11 -3.02 -0.77
H: 1.76 -3.68 -0.83
H: 2.16 -1.97 2.03
H: 2.01 -3.54 1.13
H: 0.21 -3.11 3.01
H: -0.33 -3.65 1.50
H: -0.41 -1.92 1.85
H: 3.84 -2.51 -0.05
H: 3.39 -1.55 -1.32
H: 3.76 -0.73 1.60
H: 4.92 -0.59 0.52
H: 3.44 0.43 0.36
C: -2.43 1.13 3.01
C: -2.41 1.70 1.55
N: -2.41 0.66 0.50
C: -2.29 1.34 -0.84
C: -3.59 2.10 -1.26
C: -3.35 -0.48 0.51
C: -2.96 -1.61 -0.43
H: -1.57 0.51 3.27
H: -3.37 0.60 3.14
H: -2.38 2.02 3.62
H: -3.35 2.24 1.47
H: -1.56 2.37 1.37
H: -1.49 2.08 -0.91
H: -1.95 0.61 -1.57
H: -3.37 2.89 -1.98
H: -4.40 1.42 -1.51
H: -4.01 2.85 -0.59
H: -4.39 -0.25 0.33
H: -3.31 -0.99 1.48
H: -1.88 -1.76 -0.38
H: -3.26 -1.47 -1.47
H: -3.52 -2.50 -0.17

Calculated values
- ΔE to the lowest compared entry with this formula, charge and spin (eV) = 1.351
- frontier orbital gap (eV) = 1.53
- charge = -3
- HOMO level (eV) = 3.788

Atomic partial charges in e from the Mulliken method, atoms 1 to 8: 0.553, 0.980, -0.843, -0.814, -0.742, -0.666, 0.921, -0.626



Here is 2 unconnected molecules or ions with the total composition C12H31ClN7O4P2 in a non-equilibrium geometry from OMol25. Energies are from ωB97M-V/def2-TZVPD.

CARTESIAN COORDINATES (ANGSTROEM)
C: -2.76 -2.28 2.00
C: -1.99 -3.59 2.15
C: -0.48 -3.38 2.37
Cl: 0.28 -4.81 3.11
N: -0.16 -2.16 3.16
C: -0.61 -2.14 4.44
N: -1.34 -3.08 5.03
C: -1.61 -2.70 6.25
N: -1.03 -1.52 6.47
N: -0.38 -1.14 5.35
C: 0.35 0.13 5.40
P: 0.73 -0.98 2.32
O: 0.92 -1.29 0.91
O: 0.02 0.44 2.47
O: 2.17 -0.93 2.99
H: -2.96 -1.87 3.00
H: -2.22 -1.52 1.43
H: -3.74 -2.49 1.59
H: -2.06 -4.12 1.20
H: -2.39 -4.25 2.92
H: -0.03 -3.31 1.39
H: -2.20 -3.25 6.97
H: -1.10 -1.00 7.34
H: -0.19 0.89 4.86
H: 0.36 0.46 6.44
H: 1.39 0.05 5.09
H: -0.94 0.32 2.48
H: 2.26 -1.60 3.68
O: -0.66 -0.05 -3.92
P: 0.37 0.99 -3.66
N: -0.34 1.86 -2.35
C: -0.06 3.22 -1.97
C: -0.66 1.03 -1.19
N: 0.25 1.89 -5.12
C: 0.18 3.33 -5.17
C: -0.58 1.31 -6.17
N: 1.99 1.54 -3.40
C: 2.92 1.23 -4.51
C: 2.61 0.94 -2.18
H: 0.93 3.36 -1.50
H: -0.80 3.56 -1.25
H: -0.13 3.91 -2.81
H: 0.23 0.68 -0.65
H: -1.22 0.14 -1.50
H: -1.29 1.58 -0.49
H: -0.80 3.71 -4.84
H: 0.34 3.68 -6.19
H: 0.97 3.80 -4.58
H: -1.65 1.46 -5.98
H: -0.39 0.25 -6.29
H: -0.33 1.78 -7.13
H: 2.98 0.16 -4.72
H: 3.92 1.59 -4.25
H: 2.64 1.74 -5.42
H: 2.55 -0.15 -2.18
H: 2.13 1.32 -1.28
H: 3.65 1.23 -2.12

Calculated values
- frontier orbital gap (eV) = 6.09
- charge = +1
- HOMO level (eV) = -9.828

Atomic partial charges in e from the natural (NBO) method, atoms 1 to 8: -0.613, -0.440, -0.029, -0.015, -0.796, 0.605, -0.459, 0.277



Here is 4 unconnected molecules or ions with the total composition C12H31NO4 in a non-equilibrium geometry from OMol25. Energies are from ωB97M-V/def2-TZVPD.

CARTESIAN COORDINATES (ANGSTROEM)
C: -3.39 1.28 -1.73
O: -2.87 2.09 -0.75
H: -3.66 1.79 -2.65
H: -2.81 0.43 -2.10
H: -4.36 0.92 -1.39
H: -3.61 2.60 -0.43
C: -1.41 0.64 3.79
O: -0.25 1.02 3.18
H: -1.58 -0.43 3.67
H: -1.30 0.90 4.84
H: -2.20 1.33 3.48
H: -0.50 1.30 2.29
C: -1.42 1.22 0.66
O: -1.23 0.14 1.57
H: -2.11 0.90 -0.12
H: -1.86 2.01 1.27
H: -0.47 1.58 0.27
H: -1.07 -0.68 1.11
C: 0.21 1.22 -1.17
C: 0.71 -0.16 -1.62
C: 2.20 -0.07 -2.11
C: 3.21 -0.03 -0.91
C: 2.89 -1.17 -0.02
C: 1.45 -1.38 0.48
N: 0.46 -1.23 -0.64
O: -0.87 -1.22 -0.14
C: 1.19 -2.75 1.06
C: 1.22 -0.37 1.67
C: -0.11 -0.53 -2.96
H: -0.88 1.26 -1.24
H: 0.64 2.01 -1.78
H: 0.61 1.70 -0.28
H: 2.45 -0.88 -2.80
H: 2.30 0.80 -2.75
H: 2.99 0.93 -0.46
H: 4.27 -0.07 -1.19
H: 3.47 -1.19 0.90
H: 3.20 -2.12 -0.47
H: 0.13 -2.94 1.21
H: 1.50 -3.56 0.40
H: 1.75 -2.92 1.98
H: 0.16 -0.25 1.92
H: 1.62 -0.74 2.62
H: 1.64 0.61 1.46
H: -0.24 0.22 -3.75
H: -1.16 -0.66 -2.69
H: 0.29 -1.43 -3.42
H: -1.17 -2.12 -0.28

Calculated values
- ΔE to the lowest compared entry with this formula, charge and spin (eV) = 6.760
- SMILES = CC1(C)CCCC(C)(C)N1O.CO.CO.CO
- frontier orbital gap (eV) = 8.35
- charge = 0
- HOMO level (eV) = -7.855

Atomic partial charges in e from the natural (NBO) method, atoms 1 to 8: -0.278, -0.720, 0.171, 0.193, 0.169, 0.486, -0.224, -0.754



Repeat the second record exactly.
Here is 2 unconnected molecules or ions with the total composition C12H30I2N2O8P3 in a non-equilibrium geometry from OMol25. Energies are from ωB97M-V/def2-TZVPD.

CARTESIAN COORDINATES (ANGSTROEM)
C: -4.56 0.07 0.42
P: -3.03 -1.03 0.05
C: -4.29 -2.33 -0.59
C: -3.60 -3.50 -1.40
C: -4.60 -4.66 -1.48
N: -5.96 -4.43 -1.87
O: -4.29 -5.79 -1.26
O: -2.09 0.23 0.85
C: -2.14 0.07 2.23
P: -0.90 1.16 3.16
O: -0.50 2.40 2.09
I: -2.19 2.26 4.95
C: -2.13 -1.52 2.48
N: -2.79 -1.80 3.77
I: -0.18 -2.49 2.50
O: -3.07 -1.97 1.56
H: -4.25 1.09 0.70
H: -5.22 0.21 -0.45
H: -5.12 -0.38 1.27
H: -2.84 -0.44 -1.27
H: -1.87 -1.84 -0.27
H: -5.04 -1.89 -1.27
H: -4.85 -2.81 0.23
H: -2.65 -3.79 -0.94
H: -3.49 -3.13 -2.44
H: -6.55 -4.68 -1.08
H: -6.08 -3.46 -2.14
H: -3.11 0.34 2.72
H: -1.32 2.85 1.83
H: -3.79 -1.71 3.58
H: -2.52 -1.09 4.44
O: 2.99 3.59 -0.75
P: 3.44 2.21 -1.13
O: 2.73 1.28 0.00
C: 1.31 1.05 -0.07
C: 0.96 0.12 -1.21
O: 4.97 2.30 -0.49
C: 5.60 3.56 -0.29
C: 5.47 3.99 1.16
O: 3.89 0.88 -2.02
C: 5.13 0.87 -2.75
C: 6.18 0.07 -2.01
H: 0.79 2.00 -0.17
H: 1.01 0.61 0.87
H: 1.17 0.59 -2.18
H: -0.10 -0.14 -1.18
H: 1.55 -0.79 -1.16
H: 5.21 4.31 -0.96
H: 6.66 3.43 -0.53
H: 4.44 3.94 1.50
H: 5.84 5.00 1.30
H: 6.04 3.31 1.80
H: 5.47 1.89 -2.96
H: 4.93 0.39 -3.71
H: 6.46 0.54 -1.06
H: 7.09 -0.02 -2.61
H: 5.81 -0.92 -1.76

Calculated values
- frontier orbital gap (eV) = 6.83
- charge = -1
- HOMO level (eV) = -5.172

Atomic partial charges in e from the natural (NBO) method, atoms 1 to 8: -0.961, 1.373, -0.701, -0.514, 0.697, -0.871, -0.589, -0.817